Record 1
206
Properties=species:S:1:pos:R:3:forces:R:3 method="wB97M-V/def2-TZVPD" e_tot_ha=-6050.98776 homo_energy_ev=-19.087 total_charge=+6
C 5.425 1.387 -7.111 -0.7517 1.6801 -0.2581
C 4.111 1.988 -6.475 2.1779 -2.7650 -0.3227
N 4.347 2.343 -5.131 1.5038 1.7325 5.9694
C 4.746 3.614 -4.661 -1.6701 -0.9691 0.4527
C 4.607 3.571 -3.297 1.7296 1.2104 0.8209
N 4.467 2.318 -2.839 -2.2099 -2.6094 -4.5432
C 4.230 1.528 -3.986 0.7495 2.6666 -0.3543
C 4.380 1.887 -1.470 0.5028 -0.9993 0.9766
H 5.992 0.778 -6.407 -0.4096 -0.4422 -0.2883
H 6.090 2.204 -7.392 0.0385 0.0949 0.0116
H 5.105 0.949 -8.057 0.4044 -0.5849 0.2158
H 3.544 1.101 -6.191 -1.1846 0.0402 -1.7773
H 3.737 2.816 -7.076 -0.5537 -0.3759 0.2649
H 4.945 4.457 -5.305 -0.0997 -0.1554 -0.0532
H 4.744 4.263 -2.479 0.1953 0.7554 -0.6598
H 4.078 0.458 -4.004 -0.1070 0.1154 0.0458
H 3.758 1.007 -1.307 -0.2688 0.1259 -0.6029
H 3.985 2.637 -0.785 0.2087 0.2395 -0.3456
H 5.384 1.561 -1.194 0.0627 0.3342 0.3717
C -4.229 -1.118 -3.029 -0.3055 -1.1929 -1.6541
C -3.650 -0.543 -1.801 0.7239 0.0964 0.1135
N -4.641 0.312 -1.220 -1.6788 0.3622 3.2900
C -5.045 1.495 -1.744 -0.9608 1.3800 0.4177
C -6.034 2.025 -0.938 0.6507 -1.2316 -0.1790
N -6.281 1.092 0.061 1.3809 -0.0261 0.3992
C -5.369 0.068 -0.064 -0.4278 1.6316 -2.2779
C -7.276 1.322 1.165 0.0771 -1.6251 0.0473
H -5.113 -1.755 -2.987 0.0550 -0.2323 0.8947
H -3.454 -1.719 -3.504 -0.0554 0.1388 -0.4279
H -4.607 -0.344 -3.697 0.5824 0.2026 -0.2083
H -2.776 0.049 -2.072 -0.0668 0.2877 0.0923
H -3.231 -1.240 -1.075 -0.5301 -0.1616 0.1382
H -4.629 1.933 -2.639 0.0687 -0.1864 0.1118
H -6.542 2.978 -0.964 -0.0930 -0.2182 -0.1449
H -5.247 -0.846 0.498 -0.1971 0.2460 0.4113
H -7.110 2.191 1.802 0.2858 0.1777 -0.6302
H -7.215 0.448 1.814 0.1875 0.0364 0.0382
H -8.293 1.262 0.777 0.1805 0.4764 -0.2820
C -4.045 6.930 -0.564 -0.6198 0.2184 -0.6539
O -3.341 6.608 -1.777 1.9844 0.1028 0.2627
C -2.247 5.683 -1.440 -1.4566 0.7947 0.1138
C -0.990 5.886 -2.267 -0.9417 1.6424 -0.6867
N -0.575 7.387 -2.336 0.1255 -0.4135 1.5941
H 0.209 7.436 -2.971 0.8734 -0.1073 0.2288
H -1.229 7.940 -2.872 -1.2231 -0.0568 0.1144
C -0.264 8.185 -1.023 1.1636 -1.4599 -0.5512
C 0.739 7.419 -0.099 -1.4579 0.4538 0.2587
O 0.041 6.576 0.821 0.3408 -0.3176 -1.3626
C 0.828 6.236 1.968 -0.1879 1.1095 -0.0585
H -3.412 7.503 0.114 0.3229 -1.0064 0.6393
H -4.535 5.986 -0.325 0.2865 0.1432 1.3194
H -4.859 7.649 -0.663 -0.0599 -0.0825 -1.1551
H -2.691 4.691 -1.521 0.5149 -0.4066 -0.5054
H -1.940 5.726 -0.395 -0.1527 0.5613 0.2183
H -1.132 5.761 -3.340 -0.0787 -0.9379 0.0910
H -0.198 5.283 -1.822 0.1944 0.2724 -0.2563
H -1.194 8.422 -0.508 0.0940 -0.0158 -0.2414
H 0.257 9.054 -1.426 -0.3157 0.2714 0.3382
H 1.269 8.212 0.430 0.1910 0.0013 0.1887
H 1.463 6.860 -0.692 0.1948 -0.1451 -0.1199
H 0.822 7.175 2.521 0.2516 -0.3565 0.8289
H 1.866 5.986 1.750 -0.0651 -0.1032 -0.3757
H 0.365 5.402 2.495 -0.1493 0.3121 -0.1134
C 3.753 -1.846 -0.025 -3.4193 -0.0878 -0.6005
O 4.894 -2.567 0.051 2.6874 -0.1632 1.4580
C 5.258 -2.702 1.437 3.0359 0.2220 0.3978
C 6.820 -2.932 1.654 0.1105 -0.6394 -3.2960
N 7.801 -2.030 0.841 -0.8836 2.1838 2.2347
H 8.743 -2.255 1.128 0.4632 0.0150 0.9561
H 7.937 -2.191 -0.146 -1.2224 -0.1778 -0.6518
C 7.504 -0.475 1.103 0.3917 -2.0876 -0.4912
C 7.562 0.072 2.537 -1.3779 -0.7225 0.2911
O 6.474 -0.422 3.376 0.7379 -0.7688 -2.2869
C 6.524 0.014 4.692 -0.5752 -0.0534 1.9575
H 3.059 -2.148 0.760 -0.1468 0.0437 0.1384
H 3.237 -2.112 -0.948 0.0558 -0.0857 -0.2625
H 3.720 -0.756 -0.014 1.0468 0.4547 0.2843
H 4.894 -3.639 1.857 -0.6920 0.2994 0.1464
H 5.093 -1.812 2.045 -1.0003 -0.0560 -0.1128
H 7.031 -3.836 1.084 0.0054 -0.7411 0.9882
H 7.207 -2.904 2.673 -0.5617 -0.1861 -0.0936
H 6.497 -0.388 0.696 0.1167 0.2703 -0.0882
H 8.270 -0.063 0.446 -0.2750 0.8039 0.2901
H 7.309 1.120 2.373 0.7787 0.4307 0.1414
H 8.524 -0.102 3.019 0.0755 0.2865 0.0013
H 6.263 1.067 4.796 0.7107 0.3443 -0.0766
H 7.395 -0.327 5.252 0.6725 0.6420 -0.3972
H 5.764 -0.470 5.306 -0.5337 -0.3707 -0.6568
C -1.982 -3.463 -6.251 0.5744 -0.0009 0.6483
O -1.841 -2.328 -7.057 -0.0666 1.2295 -0.5110
C -0.843 -2.524 -8.041 -0.0357 1.2200 -0.4685
C -0.273 -1.079 -8.372 -1.1070 -1.2452 1.1916
N 0.022 -0.360 -7.043 0.3692 1.9329 -1.5666
H -0.839 -0.108 -6.580 -0.7216 -0.6542 0.3124
H 0.567 -0.940 -6.421 0.3038 -0.0496 0.2913
C 0.667 1.036 -7.261 0.3749 -0.0412 1.1145
C 0.707 1.827 -5.924 -0.0763 -0.4845 1.5659
O -0.482 1.805 -5.088 -0.3453 -0.5794 -2.4051
C -0.446 2.290 -3.770 1.8375 -0.2297 0.3467
H -2.714 -3.362 -5.448 -0.5987 0.3629 -0.6286
H -1.049 -3.442 -5.688 0.3823 -1.3827 0.0162
H -2.201 -4.307 -6.905 0.2447 -0.4447 0.5757
H -1.257 -3.044 -8.904 -0.2275 0.6117 -0.5154
H -0.058 -3.234 -7.780 0.3996 0.2615 0.8426
H -1.061 -0.421 -8.738 0.2112 -0.3897 -0.8213
H 0.638 -1.148 -8.966 -0.1987 0.3487 -0.0306
H 0.296 1.657 -8.077 -0.9047 -0.8056 -0.0978
H 1.710 0.842 -7.509 -0.0478 0.0235 -0.0626
H 1.060 2.851 -6.049 -0.1544 0.1034 -0.4772
H 1.512 1.312 -5.400 0.1206 0.0085 0.7542
H -1.377 2.089 -3.240 0.0307 0.0385 -0.4071
H -0.129 3.328 -3.666 -0.5454 0.4745 -0.4709
H 0.379 1.790 -3.263 -0.0547 -0.4953 0.5208
C -5.585 -1.737 3.441 0.4621 0.1912 -1.9007
O -4.363 -1.341 2.681 -1.0468 0.8172 0.5337
C -3.651 -0.159 3.144 -0.2732 -1.8776 1.3778
C -2.530 -0.650 4.172 0.7027 2.0074 -2.3791
N -1.337 -1.121 3.200 -3.3082 -1.8739 1.7791
H -1.065 -0.294 2.687 -0.7103 -0.0499 -0.9200
H -0.508 -1.216 3.769 0.4695 -0.9748 0.8808
C -1.605 -2.436 2.360 1.4850 0.4816 0.4973
C -1.912 -3.721 3.263 0.1451 1.7852 -1.0451
O -3.061 -3.539 3.994 -1.2935 -0.1870 1.2798
C -3.462 -4.648 4.852 -0.0981 0.9315 0.1933
H -5.458 -1.919 4.508 0.2338 0.0101 -0.2531
H -5.975 -2.577 2.866 0.7021 -0.8199 0.5659
H -6.444 -1.104 3.215 0.3611 1.1249 0.5951
H -4.345 0.589 3.528 -0.0343 -0.1885 0.7096
H -3.226 0.372 2.293 0.3315 -0.5776 -0.1656
H -2.810 -1.320 4.985 0.0625 -0.5146 -0.8146
H -2.052 0.201 4.656 -0.1846 0.2935 0.0958
H -0.581 -2.527 1.999 0.0342 -0.7814 -0.2798
H -2.173 -2.219 1.456 -0.6433 0.1447 0.6118
H -0.980 -3.717 3.828 -0.0293 -0.9332 0.6564
H -2.125 -4.628 2.698 1.1422 0.0199 -0.7470
H -2.669 -4.873 5.566 -0.0521 -0.1500 -0.0467
H -3.837 -5.547 4.363 0.5991 -0.0779 -0.7162
H -4.353 -4.308 5.381 0.2802 0.3113 0.1968
C -1.618 -4.187 -0.866 -0.8687 -0.8535 -0.6400
O -2.575 -5.037 -0.195 0.1421 0.2668 0.5523
C -3.888 -4.936 -0.681 -0.8780 -0.6742 -0.2988
C -4.930 -5.839 0.076 2.3312 0.0256 -1.4027
N -4.499 -7.339 -0.067 -1.2566 -0.0888 0.7625
H -5.255 -7.901 0.296 -0.6308 -0.1260 0.8488
H -4.586 -7.661 -1.021 0.4777 0.3869 -0.9075
C -3.234 -7.901 0.543 0.3961 0.3804 -0.2270
C -3.242 -9.434 0.862 0.0085 0.7912 0.8160
O -3.532 -10.151 -0.253 -0.3681 -0.1883 -2.9273
C -4.116 -11.478 -0.206 -0.1569 0.4621 1.5924
H -0.599 -4.408 -0.550 -0.3139 -0.2234 0.2769
H -1.808 -3.120 -0.750 -0.2237 0.0822 0.2522
H -1.729 -4.455 -1.917 0.4071 0.3057 -0.3177
H -4.036 -5.251 -1.714 0.8240 -0.1733 -0.5605
H -4.237 -3.903 -0.714 -0.2128 0.2686 0.5274
H -5.837 -5.816 -0.528 -0.2238 0.3307 0.5556
H -5.001 -5.445 1.090 -0.3178 -1.0063 0.1959
H -3.101 -7.236 1.397 0.4337 -0.5681 0.2885
H -2.478 -7.652 -0.203 0.2061 -0.2219 0.2780
H -3.922 -9.669 1.681 -0.2828 0.1213 0.2959
H -2.234 -9.659 1.211 0.2475 0.1537 0.2975
H -4.646 -11.757 -1.117 0.2706 0.6264 -0.0892
H -4.818 -11.398 0.623 -0.3588 -0.5926 -0.0213
H -3.396 -12.261 0.033 0.2608 0.2411 -0.0693
C 3.882 4.267 1.412 -0.8405 0.7715 -0.5671
O 3.034 3.173 1.664 1.0470 -0.9145 1.7956
C 3.652 2.409 2.740 -1.2514 -1.2818 -1.4826
C 2.777 1.157 2.982 0.6461 1.8366 0.3681
N 1.439 1.575 3.618 1.1426 -0.5411 -0.2466
H 0.730 1.557 2.899 -0.0265 0.7704 -0.6968
H 1.123 0.749 4.105 0.0813 -0.3345 1.5765
C 1.315 2.889 4.361 -1.0674 0.1645 -1.0446
C -0.206 3.106 4.608 0.2618 -1.2107 1.1518
O -0.741 2.082 5.497 0.0849 1.3659 -1.1974
C -0.391 2.431 6.844 1.2014 -1.0756 -0.1061
H 4.961 4.111 1.388 0.1045 -0.7874 -0.1844
H 3.757 5.024 2.186 -0.1887 0.3740 -0.1875
H 3.506 4.551 0.430 0.4386 0.9612 0.0386
H 3.818 2.968 3.661 0.1037 0.2498 -0.1476
H 4.579 2.071 2.279 0.4168 -0.2051 0.6749
H 3.319 0.497 3.659 -0.3211 -0.1666 0.0908
H 2.595 0.688 2.015 -0.2317 -0.0806 0.3114
H 1.666 3.620 3.632 -0.1973 0.1421 -0.0270
H 1.942 3.030 5.241 -0.1592 -0.8544 0.0525
H -0.810 3.044 3.703 0.2996 0.0332 -0.1980
H -0.324 4.107 5.024 -0.1493 0.0469 0.1356
H -0.786 3.406 7.130 -0.0971 -0.2133 0.1318
H 0.697 2.372 6.843 0.1486 0.7084 0.5566
H -0.618 1.589 7.498 -0.7223 0.3329 -0.0399
N 0.931 -1.191 4.901 2.2171 -3.2475 -8.3668
S 2.167 -2.286 4.612 4.1209 -2.6328 -2.7319
O 2.049 -3.697 4.896 -0.8187 2.2866 0.1345
O 3.483 -1.657 4.779 -2.3802 -0.4552 0.1434
F 2.064 -2.345 3.004 -0.7173 0.7565 0.0476
S 1.123 -1.118 6.330 -2.8038 1.6061 14.0415
O 1.641 0.110 6.842 0.7590 0.4225 -1.1183
O 1.392 -2.278 7.178 0.1344 1.3267 -2.8048
F -0.465 -0.898 6.587 -0.3000 0.0573 0.2490
N -0.476 0.898 1.519 -6.8520 6.9025 6.1778
S -1.194 2.263 0.809 -0.9568 5.8563 4.1558
O -1.827 2.052 -0.436 0.3761 -0.5900 -0.8466
O -0.503 3.546 1.104 -0.8933 -3.9958 -1.1576
F -2.445 2.422 1.803 0.8241 -0.7779 -0.3530
S 0.153 0.373 0.384 9.2974 -9.3662 -9.1546
O 1.282 1.135 -0.083 -0.8296 0.8035 -0.8697
O -0.538 -0.487 -0.544 -0.6891 1.3774 0.1165
F 0.990 -0.811 1.135 -0.4526 0.3410 0.6154

Record 2
5
Properties=species:S:1:pos:R:3:forces:R:3 method="wB97M-V/def2-TZVPD" e_tot_ha=-588.92085 e_above_lowest_kj_mol=181.4 homo_energy_ev=-9.723 total_charge=0
Si 0.074 0.066 0.191 2.2927 -2.3225 -2.3750
I -2.304 -0.189 0.114 -0.3340 -0.3002 0.5141
H 0.214 0.799 -1.049 0.2334 0.4759 -0.3137
H 0.763 0.821 1.219 -0.1440 -0.0721 0.7084
H 1.254 -1.497 -0.475 -2.0481 2.2190 1.4662